DFT (ωB97M-V with the def2-TZVPD basis set) results for C26H34ClNdO2 as an isolated structure at a distorted geometry.

Structure (XYZ):
```
64
Properties=species:S:1:pos:R:3:forces:R:3
O 0.04529 -0.07881 -0.96138 -1.043 1.431 -1.527
C -1.17481 0.76651 -1.19484 0.239 -0.367 0.418
C -0.89115 0.90844 -2.68505 -0.068 -0.067 0.195
H -1.08069 1.69765 -0.62303 -0.201 -0.302 -0.045
H -2.07671 0.19098 -0.94266 0.260 0.279 0.118
C 0.38653 0.09231 -2.42247 0.286 0.038 -0.231
H -0.73492 1.94625 -3.00037 -0.034 -0.399 0.017
H -1.63007 0.41307 -3.32831 0.270 0.155 0.156
C 1.64562 0.92121 -2.55521 0.182 -0.091 0.025
H 1.55483 1.83467 -1.95721 0.083 -0.138 -0.100
H 1.79861 1.20537 -3.60541 -0.119 -0.074 0.213
H 2.52183 0.35260 -2.22824 -0.123 0.190 -0.003
C 0.46606 -1.24917 -3.11594 0.130 -0.137 -0.003
H -0.47563 -1.79782 -3.02382 0.199 0.089 -0.039
H 1.27278 -1.85512 -2.68488 -0.223 0.113 -0.094
H 0.68327 -1.11166 -4.18355 -0.066 0.086 0.221
Nd 0.41095 -1.43031 0.93373 0.069 -0.489 1.856
C -0.04121 -4.03716 0.83377 -0.758 -0.063 -0.141
C -1.17173 -3.57992 1.56921 0.055 -0.156 -0.724
C -1.98322 -2.79611 0.69220 0.395 -0.346 -0.155
H -1.39681 -3.84719 2.60064 0.138 0.244 -0.313
C -1.36284 -2.78896 -0.59199 0.106 -0.771 0.358
C -0.15720 -3.55633 -0.50689 -0.734 -0.083 0.111
H 0.51479 -3.78493 -1.33422 -0.191 0.126 0.315
H 0.74177 -4.68356 1.22600 -0.241 0.252 -0.130
H -2.93891 -2.33246 0.93822 0.329 -0.128 -0.025
H -1.79156 -2.36908 -1.50119 0.187 -0.004 0.363
C 2.68657 -2.30796 1.92218 0.461 0.181 -0.461
C 2.69813 -2.71619 0.55772 0.594 0.545 0.142
C 2.80275 -1.55161 -0.25559 0.199 0.007 0.490
H 2.69719 -3.73945 0.18527 -0.100 0.344 0.179
C 2.86846 -0.41430 0.61470 0.411 -0.475 0.257
C 2.80984 -0.88761 1.95850 0.402 -0.067 -0.583
H 2.87902 -0.27969 2.86084 -0.180 -0.230 -0.314
H 2.61821 -2.96401 2.78843 -0.057 0.289 -0.317
H 2.93974 -1.54676 -1.33722 -0.157 -0.003 0.418
H 3.02389 0.61756 0.29577 -0.153 -0.328 0.158
O -1.82783 3.94727 -3.46362 -0.654 0.960 -0.900
C -1.58521 3.91406 -4.89009 0.128 -0.622 -0.128
C -2.20234 5.15886 -5.55839 0.374 0.138 0.698
H -2.03730 2.99102 -5.30135 0.143 0.302 0.247
H -0.49475 3.84506 -5.05179 -0.393 0.092 0.035
C -3.17054 5.71071 -4.48646 0.015 -0.880 -0.102
H -2.70119 4.90431 -6.49495 0.091 0.100 0.104
H -1.41164 5.89221 -5.75375 -0.188 -0.119 -0.097
C -2.61785 5.12662 -3.17328 0.307 0.348 0.364
H -4.17932 5.32468 -4.67295 0.130 0.159 0.059
H -3.20137 6.80091 -4.47273 -0.043 -0.134 0.038
H -3.40817 4.85129 -2.46040 0.228 0.019 -0.235
H -1.96992 5.87930 -2.68686 -0.139 -0.340 -0.084
Cl 1.00574 -3.84906 4.70828 -0.121 -0.891 -0.276
C 0.92726 -2.41740 5.64078 -0.348 1.624 0.577
C 1.26833 -2.44237 6.98428 0.008 0.529 0.230
C 1.24848 -1.25628 7.73883 -0.087 -0.280 -0.262
C 0.86857 -0.05399 7.12959 0.197 -0.171 -0.043
C 0.51823 -0.02341 5.78917 0.069 -0.569 -0.044
C 0.48567 -1.21520 5.00329 0.425 0.064 0.691
C 0.03342 -1.20536 3.66416 -0.266 -0.354 -2.018
H 1.54348 -3.38350 7.45517 0.034 0.157 -0.133
H 1.53042 -1.28073 8.78842 -0.101 -0.012 -0.178
H 0.83154 0.86371 7.71797 0.074 -0.206 -0.139
H 0.20452 0.90807 5.30987 0.044 -0.290 0.210
H -0.16527 -0.21751 3.23115 -0.567 0.217 0.316
H -0.65163 -2.01370 3.36798 0.092 0.507 0.263
```
Forces are in eV/Å.

As for the LUMO energy (alpha / beta): 0.0021 / 0.0023 hartree. The value obtained for the HOMO energy (alpha / beta) is -5.64 / -5.67 eV. Its expectation value of S² is 3.75. The value obtained for the largest force on an atom is 2.3 eV/Å. As for the gap between HOMO and LUMO (alpha / beta): 5.70 / 5.73 eV. As for the spin multiplicity: 4.

Atom charges from the Mulliken analysis, given in e for atoms 1 to 2: number 1, O, carries -0.13; number 2, C, carries -0.58

=====

DFT (ωB97M-V with the def2-TZVPD basis set) results for a 10-piece molecular cluster, C6H29NO10 overall at a distorted geometry.

Structure (XYZ):
```
46
Properties=species:S:1:pos:R:3:forces:R:3
C -0.83651 -2.88646 0.06014 0.274 -1.899 -0.629
N -1.80274 -1.78265 0.08303 0.767 -0.537 -0.096
C -3.14209 -1.80080 0.36808 0.356 -0.076 0.914
O -3.71290 -0.82579 0.81088 -0.295 0.472 -0.481
C 0.55472 -2.71475 0.69984 -1.456 0.166 1.997
C 0.27078 -2.19391 2.11867 -0.869 2.785 -0.266
C 1.35169 -2.25005 3.14728 -0.607 -0.206 -0.272
C 2.30001 -1.33908 3.34425 -0.311 -0.560 1.092
H -0.61688 -3.18612 -0.98082 -0.634 -0.232 0.421
H -1.20148 -3.71627 0.70336 -0.513 0.293 -1.003
H -1.38381 -0.87988 -0.06954 -0.287 0.346 0.296
H -3.74222 -2.73811 0.26569 0.958 0.057 -0.154
H 1.17251 -2.02389 0.15826 0.382 0.198 -0.076
H 1.07970 -3.65793 0.85980 -0.188 -0.239 -0.918
H -0.72734 -2.30684 2.57382 0.201 -1.983 -0.102
H -0.08039 -1.19383 1.88350 1.134 1.301 0.167
H 1.15996 -3.15304 3.72644 1.170 -0.001 0.301
H 2.21443 -0.36750 2.91864 0.075 0.459 -0.874
H 3.07086 -1.40485 4.11017 -0.200 -0.333 -0.080
H 0.44886 4.10616 -1.10651 -0.703 0.130 -0.894
H 1.61234 3.44327 -1.52239 0.203 -0.336 -0.841
O 0.82129 3.79953 -1.96311 0.604 0.279 2.005
H 1.31077 1.21443 1.29628 0.241 0.220 0.182
H 0.59981 2.04132 2.45477 0.229 -0.315 -0.278
O 0.47285 1.52543 1.64698 -0.530 0.100 -0.082
H 1.86566 -0.04214 -1.34627 0.094 0.241 -0.224
H 2.62127 1.18558 -2.00096 -0.279 -0.600 -0.426
O 2.32545 0.78097 -1.18377 0.552 0.463 1.547
H -2.26907 1.73771 2.09894 -0.034 -0.090 -0.002
H -3.16340 2.29642 3.22543 0.133 -0.167 -0.136
O -2.24612 2.13262 2.97736 -0.028 0.260 0.125
H -2.20801 4.48904 0.73840 -0.308 -0.314 -0.296
H -3.08496 3.82003 -0.38129 -0.220 0.149 0.236
O -2.18812 3.99336 -0.09310 0.609 0.111 0.013
H 1.14015 0.78511 -4.47591 -0.421 0.839 -0.249
H 0.92935 1.92058 -3.31300 -0.767 -0.110 -0.792
O 1.26545 1.05165 -3.56724 1.123 -0.979 0.665
H 0.93564 -2.17882 -3.03975 0.054 -0.083 -0.008
H 1.10203 -0.75063 -2.52163 -0.620 -0.274 -0.626
O 0.81228 -1.64251 -2.25143 0.336 0.523 0.016
H -1.79218 1.90883 -3.10461 0.237 0.106 -0.189
H -0.94227 3.09318 -2.64812 0.113 -0.185 -0.329
O -1.09148 2.50463 -3.40720 -0.652 0.084 0.388
H 4.41571 -1.50960 0.09661 -0.115 0.213 -0.030
H 3.17049 -1.63090 -0.81534 0.250 0.068 0.126
O 3.85838 -2.13692 -0.36846 -0.059 -0.348 -0.135
```
Forces are in eV/Å.

As for the LUMO energy: 0.0057 hartree. The SMILES is C=CCCCNC=O.O.O.O.O.O.O.O.O.O. The value obtained for the HOMO energy is -9.11 eV. The value obtained for the largest force on an atom is 2.9 eV/Å. As for the gap between HOMO and LUMO: 9.27 eV. The energy above the lowest of the compared OMol25 structures with the same formula, charge and spin is 372.5 kJ/mol.

Atom charges from the Mulliken analysis, given in e for atoms 1 to 2: number 1, C, carries -0.84; number 2, N, carries 0.03